100
Properties=species:S:1:pos:R:3:lowdin_charge:R:1 method="wB97M-V/def2-TZVPD" smiles="NC(=O)OC(F)(F)C(F)(F)C(F)(F)F.COC(=O)OC.COC(=O)OC.COC(=O)OC.COC(=O)OC.COC(=O)OC.COC(=O)OC.COC(=O)OC" spin_multiplicity=1
N -2.2208 -1.0442 -0.8443 0.183
C -1.0701 -1.7751 -0.5916 -0.552
O -0.9544 -2.7080 0.1351 0.160
O -0.0038 -1.2100 -1.2891 0.122
C 1.2751 -1.7330 -1.1721 -0.508
F 1.6675 -1.7653 0.0982 0.193
F 2.0541 -0.8859 -1.8414 0.182
C 1.4718 -3.1602 -1.7954 -0.349
F 1.2508 -4.1041 -0.8828 0.175
F 2.7469 -3.2534 -2.2117 0.165
C 0.5672 -3.4425 -3.0280 -0.542
F 0.5494 -2.3888 -3.8428 0.193
F -0.6839 -3.6981 -2.6429 0.185
F 1.0254 -4.4964 -3.6912 0.187
H -2.9158 -1.6352 -1.2941 0.123
H -2.0305 -0.2597 -1.4595 0.114
C -2.9848 0.6901 2.1341 -0.042
O -3.4573 1.8707 1.4751 -0.003
C -3.2711 2.9996 2.1626 -0.625
O -2.7585 3.0835 3.2492 0.122
O -3.7492 4.0118 1.4418 0.001
C -3.6075 5.2990 2.0599 -0.037
H -3.1984 -0.1285 1.4556 0.070
H -1.9121 0.7547 2.3108 0.098
H -3.4975 0.5467 3.0834 0.097
H -2.5611 5.5362 2.2350 0.085
H -4.1430 5.3282 3.0067 0.098
H -4.0399 6.0073 1.3602 0.094
C -0.1727 7.1867 5.5309 -0.014
O -0.6232 8.5275 5.2878 -0.014
C -1.4906 8.6613 4.2912 -0.619
O -1.9396 7.7689 3.6178 0.120
O -1.7795 9.9586 4.1575 -0.004
C -2.7113 10.2519 3.1105 -0.035
H 0.5265 7.2660 6.3573 0.092
H -1.0038 6.5376 5.7975 0.100
H 0.3333 6.7903 4.6531 0.102
H -3.6612 9.7537 3.2945 0.097
H -2.3161 9.9341 2.1474 0.097
H -2.8394 11.3296 3.1302 0.093
C 5.1115 6.2341 7.3044 -0.039
O 4.7295 5.3210 8.3419 0.009
C 3.4564 4.9329 8.2868 -0.622
O 2.6555 5.2758 7.4545 0.116
O 3.2195 4.1075 9.3049 0.005
C 1.8769 3.6116 9.3626 -0.036
H 6.1604 6.4495 7.4858 0.091
H 4.9824 5.7742 6.3263 0.102
H 4.5202 7.1468 7.3554 0.088
H 1.6376 3.0509 8.4612 0.097
H 1.1716 4.4326 9.4759 0.096
H 1.8459 2.9629 10.2322 0.093
C 2.2399 -11.3319 -5.7992 -0.032
O 1.7696 -10.1247 -6.4114 -0.008
C 1.8159 -9.0517 -5.6186 -0.617
O 2.2038 -9.0352 -4.4793 0.128
O 1.3560 -8.0070 -6.3054 -0.014
C 1.3475 -6.7726 -5.5753 -0.035
H 2.1402 -12.0998 -6.5598 0.094
H 3.2805 -11.2264 -5.4993 0.098
H 1.6356 -11.5780 -4.9283 0.098
H 2.3582 -6.5001 -5.2783 0.100
H 0.7165 -6.8586 -4.6933 0.088
H 0.9417 -6.0340 -6.2599 0.099
C -1.5288 -7.4981 -1.0393 -0.028
O -2.8799 -7.6039 -0.5767 0.008
C -3.7692 -6.9555 -1.3250 -0.623
O -3.5256 -6.3190 -2.3194 0.116
O -4.9777 -7.1301 -0.7895 0.004
C -6.0382 -6.4832 -1.4999 -0.038
H -0.9312 -8.0724 -0.3387 0.096
H -1.4347 -7.9134 -2.0410 0.096
H -1.2059 -6.4582 -1.0433 0.090
H -6.1051 -6.8637 -2.5173 0.097
H -5.8793 -5.4067 -1.5265 0.095
H -6.9422 -6.7184 -0.9469 0.093
C -1.7759 -6.4857 -12.6862 -0.041
O -1.5692 -7.6881 -11.9387 0.000
C -0.8611 -7.5238 -10.8185 -0.624
O -0.4118 -6.4775 -10.4231 0.118
O -0.7402 -8.7046 -10.2202 0.009
C 0.0108 -8.6734 -8.9969 -0.038
H -2.3580 -6.7806 -13.5538 0.092
H -2.3225 -5.7550 -12.0929 0.096
H -0.8238 -6.0584 -12.9953 0.096
H -0.4616 -8.0143 -8.2733 0.092
H 1.0283 -8.3373 -9.1823 0.100
H 0.0172 -9.6929 -8.6262 0.090
C 6.0372 9.2206 5.4767 -0.035
O 4.6933 9.2913 5.9643 -0.016
C 3.8779 10.0409 5.2141 -0.618
O 4.1940 10.6233 4.2086 0.126
O 2.6701 10.0287 5.7680 0.009
C 1.6774 10.7878 5.0628 -0.030
H 6.5696 8.5897 6.1826 0.081
H 6.0610 8.7815 4.4810 0.101
H 6.4857 10.2115 5.4438 0.099
H 1.5470 10.3967 4.0555 0.100
H 1.9591 11.8380 5.0141 0.100
H 0.7608 10.6606 5.6268 0.085

---

78
Properties=species:S:1:pos:R:3:lowdin_charge:R:1 method="wB97M-V/def2-TZVPD" charge=+1 spin_multiplicity=1
F -4.7237 -5.3795 -0.9653 -0.042
C -3.5398 -5.8750 -1.4672 -0.207
C -2.4365 -4.8416 -1.3389 -0.174
C -2.3595 -4.2782 0.0835 -0.126
C -1.6890 -2.9090 0.2092 -0.405
C -2.5577 -1.7645 -0.2946 -0.160
C -3.7938 -1.8743 -0.9134 -0.012
C -4.4369 -0.7337 -1.4064 -0.046
C -3.8400 0.5231 -1.2976 -0.059
C -2.6062 0.6373 -0.6716 -0.049
C -1.9788 -0.4952 -0.1640 -0.045
C -0.3818 -2.8954 -0.6679 -0.029
N 0.7706 -2.1346 -0.0532 0.081
C 0.9938 -2.3945 1.4154 -0.091
C -0.1017 -3.2922 1.9671 -0.167
N -1.4019 -2.7034 1.6378 0.042
H -3.2700 -6.7956 -0.9513 0.122
H -3.7053 -6.1217 -2.5134 0.121
H -2.6177 -4.0681 -2.0827 0.115
H -1.5114 -5.3387 -1.6250 0.113
H -3.3526 -4.1745 0.5066 0.123
H -1.8428 -5.0100 0.7013 0.121
H -4.2845 -2.8278 -1.0274 0.103
H -5.3878 -0.8539 -1.8978 0.106
H -4.3637 1.3676 -1.7190 0.103
H -2.1435 1.6078 -0.5829 0.110
H -1.0176 -0.3658 0.3098 0.078
H -0.6075 -2.3936 -1.6008 0.145
H -0.0224 -3.8866 -0.9212 0.126
H 0.7128 -1.1178 -0.2305 0.091
H 1.6114 -2.4309 -0.5439 0.178
H 1.9886 -2.7948 1.5856 0.135
H 0.9346 -1.4337 1.9155 0.110
H -0.0244 -4.2997 1.5709 0.119
H 0.0460 -3.3610 3.0409 0.130
H -1.2928 -1.7140 1.8313 0.104
O 1.1649 0.4327 0.1483 0.040
C 2.1342 0.7182 0.8277 -0.506
O 3.3302 0.3607 0.3929 0.029
C 4.5673 0.8063 0.9990 -0.200
C 4.9864 -0.0884 2.1389 -0.059
C 1.9847 1.3894 2.1695 0.038
H 4.4883 1.8524 1.2947 0.122
H 5.3028 0.7562 0.2025 0.112
H 4.2573 -0.0708 2.9528 0.071
H 5.9499 0.2267 2.5286 0.078
H 5.0740 -1.1198 1.7971 0.088
H 1.8703 0.6233 2.9361 0.095
H 1.0863 2.0020 2.1471 0.101
H 2.8188 2.0332 2.4322 0.084
O -5.8440 4.7453 -2.7191 0.109
C -6.7610 4.3860 -2.0360 -0.529
O -6.6355 3.2297 -1.3492 -0.021
C -7.5613 2.8064 -0.3438 -0.238
C -8.7265 2.0395 -0.9329 -0.061
C -8.0699 5.1374 -1.9846 0.015
H -7.8884 3.6533 0.2603 0.113
H -6.9840 2.1563 0.3125 0.119
H -9.3203 2.6621 -1.6020 0.070
H -9.3778 1.6702 -0.1407 0.084
H -8.3644 1.1897 -1.5120 0.079
H -8.7176 4.7665 -2.7779 0.097
H -7.8620 6.1885 -2.1651 0.092
H -8.5880 5.0614 -1.0314 0.072
O 7.6611 0.2250 0.6575 0.084
C 8.3654 1.1699 0.4064 -0.518
O 8.5092 2.1223 1.3400 0.002
C 9.4743 3.1802 1.2392 -0.226
C 8.9349 4.3668 0.4698 -0.061
C 9.0138 1.3457 -0.9449 0.021
H 10.4097 2.8067 0.8228 0.115
H 9.6813 3.4663 2.2685 0.125
H 8.7102 4.1079 -0.5651 0.069
H 9.6614 5.1788 0.4691 0.086
H 8.0124 4.7250 0.9268 0.083
H 8.3251 1.8819 -1.5969 0.097
H 9.1966 0.3595 -1.3632 0.093
H 9.9636 1.8732 -0.9141 0.076

---

Number 1: LUMO energy 0.42 eV. Number 2: LUMO energy -2.27 eV.